[1]
DFT (ωB97M-V with the def2-TZVPD basis set) results for a molecular structure, C16H16BF4N8PdSe.

- Total energy: -109149.3788 eV
- Maximum force: 0.47 eV/A
- Relative energy (zero: lowest compared OMol25 entry of this formula, charge and spin): 0.00 kcal per mole
- Total charge: +1
- HOMO energy: -11.010 eV

Element x y z (Å)
Pd: -1.62 -0.13 1.01
N: -0.54 -2.93 -0.47
C: -1.48 -2.30 -1.16
N: -1.89 -2.84 -2.30
C: -2.75 -2.13 -3.02
N: -3.28 -2.68 -4.10
N: -3.10 -0.84 -2.75
C: -2.67 -0.40 -1.61
N: -1.98 -1.12 -0.69
C: -2.82 1.04 -1.29
C: -3.51 1.92 -2.09
C: -3.53 3.26 -1.72
C: -2.86 3.66 -0.58
C: -2.18 2.71 0.18
N: -2.17 1.44 -0.18
H: -0.20 -3.81 -0.83
H: -0.17 -2.56 0.39
H: -3.03 -3.62 -4.36
H: -3.90 -2.14 -4.68
H: -4.02 1.56 -2.97
H: -4.06 3.99 -2.32
H: -2.84 4.70 -0.27
H: -1.64 2.97 1.07
F: 0.82 1.57 1.21
B: 0.63 1.04 2.44
F: 0.92 -0.30 2.54
F: 1.00 1.78 3.51
F: -1.02 1.05 2.57
C: -2.38 -4.00 4.98
N: -1.89 -2.65 5.12
C: -1.66 -1.76 4.14
Se: -1.96 -2.14 2.33
N: -1.18 -0.63 4.69
C: -1.08 -0.78 6.06
C: -0.64 0.07 7.06
C: -0.67 -0.42 8.35
C: -1.12 -1.71 8.63
C: -1.56 -2.57 7.64
C: -1.53 -2.07 6.34
H: -2.79 -4.13 3.98
H: -3.18 -4.17 5.70
H: -1.58 -4.72 5.14
H: -0.99 0.20 4.14
H: -0.28 1.07 6.84
H: -0.33 0.21 9.16
H: -1.12 -2.06 9.66
H: -1.89 -3.57 7.86



[2]
DFT (ωB97M-V with the def2-TZVPD basis set) results for a molecular structure, C16H16BN9O7Ti.

- Total energy: -68380.5885 eV
- Maximum force: 4.08 eV/A
- ⟨S²⟩: 2.0287
- Relative energy (zero: lowest compared OMol25 entry of this formula, charge and spin): 0.00 kcal per mole
- HOMO energy (alpha / beta): -6.318 / -9.160 eV
- 2S+1: 3

Element x y z (Å)
H: -2.74 -0.69 -2.16
N: -0.80 0.21 -2.18
B: 1.32 1.56 -2.80
N: -0.16 1.10 -3.07
C: -0.95 1.26 -4.15
Ti: 0.15 0.13 -0.47
H: -0.62 1.83 -5.00
C: -2.14 0.53 -3.95
H: -2.96 0.44 -4.64
C: -2.03 -0.08 -2.69
H: 1.77 2.14 -3.77
C: 3.04 -2.16 1.53
H: 2.75 -2.96 2.22
H: 3.51 -1.36 2.10
H: 3.74 -2.53 0.77
N: 2.13 0.20 -2.60
N: 1.54 2.35 -1.47
N: 1.82 -0.68 -1.57
N: 1.14 1.76 -0.27
C: 3.14 -0.29 -3.32
C: 2.29 3.43 -1.18
H: 3.52 0.29 -4.15
H: 2.78 3.99 -1.97
C: 3.55 -1.51 -2.77
C: 2.38 3.57 0.21
C: 2.71 -1.72 -1.68
C: 1.61 2.54 0.75
H: 4.35 -2.11 -3.15
H: 2.98 4.29 0.74
H: 2.73 -2.55 -0.99
H: 1.39 2.31 1.78
H: 2.10 -1.83 1.05
O: -5.88 -0.58 4.34
N: -4.86 -1.30 4.36
O: -4.68 -2.20 5.23
C: -3.78 -1.11 3.40
C: -3.87 -0.19 2.36
C: -2.73 0.03 1.57
C: -1.54 -0.72 1.80
O: -0.53 -0.79 0.95
C: -1.42 -1.42 3.02
C: -2.57 -1.73 3.73
N: -0.04 -1.80 3.37
O: 0.21 -2.94 3.74
O: 0.82 -0.88 3.22
N: -2.65 1.09 0.62
O: -3.71 1.61 0.21
O: -1.49 1.44 0.15
H: -4.76 0.41 2.21
H: -2.56 -2.39 4.58



[3]
DFT (ωB97M-V with the def2-TZVPD basis set) results for a molecular structure, C16H16BrN12O5ReS2.

- Total energy: -138818.5207 eV
- Maximum force: 0.75 eV/A
- ⟨S²⟩: 0.7563
- Relative energy (zero: lowest compared OMol25 entry of this formula, charge and spin): 0.00 kcal per mole
- Total charge: -1
- HOMO energy (alpha / beta): -5.704 / -5.421 eV
- 2S+1: 2

Element x y z (Å)
Re: -0.18 1.59 1.05
N: -2.15 0.90 1.39
C: -2.34 0.32 2.74
C: -1.32 0.89 3.71
O: -1.40 0.68 4.91
N: -0.38 1.59 3.07
C: 0.71 2.14 3.84
C: 1.57 2.96 2.90
O: 2.47 3.68 3.26
O: 1.25 2.80 1.62
H: -2.80 1.68 1.25
H: -2.35 0.21 0.65
H: -2.19 -0.76 2.67
H: -3.35 0.50 3.11
H: 1.34 1.34 4.25
H: 0.38 2.76 4.68
N: -0.35 3.81 -1.63
C: 0.11 2.55 -1.91
N: 0.52 2.16 -3.09
N: 0.87 0.87 -2.91
N: 0.68 0.50 -1.70
N: 0.19 1.56 -1.00
C: -1.14 4.09 -0.54
N: -1.94 5.14 -0.44
N: -2.56 4.98 0.74
N: -2.18 3.91 1.32
N: -1.25 3.31 0.53
H: -0.43 4.45 -2.41
S: -3.46 -0.28 -1.72
C: -2.30 -1.11 -2.56
N: -1.34 -1.87 -2.04
C: -0.28 -2.33 -2.92
C: -0.81 -2.22 -4.36
S: -2.21 -1.07 -4.30
H: -1.16 -1.80 -1.04
H: -0.02 -3.36 -2.68
H: 0.60 -1.70 -2.78
H: -1.15 -3.19 -4.73
H: -0.05 -1.83 -5.02
Br: 1.53 -6.22 -0.54
C: 2.12 -4.45 -0.20
C: 3.45 -4.13 -0.37
C: 3.87 -2.83 -0.13
C: 2.97 -1.86 0.27
C: 1.63 -2.20 0.43
C: 1.20 -3.50 0.20
C: 0.62 -1.16 0.78
O: 1.09 -0.04 1.21
O: -0.59 -1.38 0.64
H: 4.15 -4.89 -0.69
H: 4.92 -2.58 -0.27
H: 3.28 -0.84 0.44
H: 0.15 -3.74 0.32



[4]
DFT (ωB97M-V with the def2-TZVPD basis set) results for a molecular structure, C16H16BrN7O2S2.

- Total energy: -123074.6881 eV
- Maximum force: 17.83 eV/A
- HOMO energy: -8.707 eV

Element x y z (Å)
C: -3.13 -3.73 -1.17
H: -3.44 -4.12 -2.19
H: -3.74 -3.83 -0.48
H: -2.21 -4.30 -1.07
C: -2.89 -2.41 -1.53
N: -2.42 -1.79 -0.11
C: -3.15 -1.48 1.13
N: -2.27 -0.85 1.74
N: -1.07 -0.88 1.26
C: -1.04 -1.45 0.14
C: 0.04 -1.39 -0.72
N: 1.16 -0.86 -0.29
C: 1.79 0.00 -0.83
O: 1.36 0.76 -1.70
C: 2.91 0.74 -0.09
C: 4.00 -0.01 0.47
C: 5.17 0.44 1.06
C: 5.02 1.88 1.47
C: 4.03 2.78 1.03
C: 2.84 2.14 0.53
H: 1.94 2.66 0.08
H: 3.75 3.81 1.54
H: 5.88 2.49 1.97
H: 5.95 0.07 1.40
Br: 4.24 -1.63 -0.43
H: 1.59 -1.20 0.75
H: -0.07 -1.30 -1.72
H: 0.33 -2.50 -0.93
S: -4.88 -1.43 1.18
C: -5.00 0.38 1.30
C: -4.07 1.16 0.19
O: -4.22 0.90 -1.08
N: -3.00 1.75 0.83
C: -2.01 2.06 0.04
N: -1.02 2.76 0.57
N: -0.05 3.39 -0.31
C: -0.37 2.84 -1.71
S: -1.90 1.99 -1.41
H: 0.21 3.07 -2.37
H: -3.01 1.87 1.91
H: -4.77 0.64 2.42
H: -6.21 0.68 1.19
H: -3.95 -1.75 -1.56
H: -2.26 -2.17 -2.16



[5]
DFT (ωB97M-V with the def2-TZVPD basis set) results for a molecular structure, C16H16Cl2NO.

- Total energy: -45423.3436 eV
- Maximum force: 6.25 eV/A
- Total charge: +1
- HOMO energy: -11.759 eV

Element x y z (Å)
Cl: 5.24 4.28 -2.06
C: 3.63 3.92 -1.63
C: 2.58 4.24 -2.51
C: 1.26 4.01 -2.12
C: 0.96 3.54 -0.83
C: -0.46 3.54 -0.34
C: -0.83 2.44 0.58
C: -2.12 2.11 0.86
C: -2.53 1.26 1.95
C: -3.88 0.86 2.09
C: -4.31 0.11 3.17
C: -3.39 -0.28 4.16
Cl: -3.92 -1.18 5.51
C: -2.04 0.08 4.04
C: -1.61 0.84 2.95
C: 2.02 3.15 0.01
C: 3.35 3.34 -0.38
H: 2.81 4.66 -3.49
H: 0.44 4.21 -2.82
H: -1.17 3.61 -1.17
H: -0.01 1.87 1.04
H: -2.91 2.49 0.20
H: -4.59 1.17 1.32
H: -5.36 -0.18 3.27
H: -1.33 -0.23 4.80
H: -0.57 1.13 2.87
H: 1.81 2.70 0.98
H: 4.16 3.06 0.28
C: -0.69 6.35 -0.89
N: -1.01 5.54 0.26
O: -2.44 5.37 0.21
H: 0.37 6.60 -0.90
H: -0.97 5.89 -1.85
H: -1.27 7.27 -0.78
H: -0.56 4.59 0.42
H: -2.71 5.42 1.14



[6]
DFT (ωB97M-V with the def2-TZVPD basis set) results for C16H16FN3O4S in the gas phase.

- Total energy: -43053.5823 eV
- Maximum force: 15.26 eV/A
- SMILES string: CCOC(=O)CNC(=O)c1sc(NC(=O)c2cccc(F)c2)nc1C
- HOMO energy: -8.057 eV

Element x y z (Å)
C: 6.87 1.15 -2.01
C: 6.04 1.59 -3.29
O: 4.86 0.96 -3.75
C: 3.94 1.22 -3.03
O: 3.88 2.22 -2.22
C: 2.70 0.15 -3.54
N: 1.56 0.47 -2.78
C: 0.88 -0.47 -1.98
O: 1.28 -1.86 -2.20
C: -0.11 -0.15 -1.24
S: -0.76 -1.37 0.00
C: -1.92 -0.03 0.49
N: -2.62 -0.23 1.66
C: -2.84 -1.36 2.28
O: -2.02 -2.35 1.91
C: -3.93 -1.78 3.28
C: -4.12 -2.96 3.66
C: -5.17 -3.26 4.58
C: -5.54 -2.14 5.31
C: -5.29 -0.80 4.88
F: -5.76 0.07 5.68
C: -4.23 -0.60 4.07
N: -1.76 1.03 0.03
C: -0.96 1.29 -1.03
C: -0.72 2.40 -1.87
H: 7.16 0.07 -2.18
H: 7.94 1.65 -1.96
H: 6.22 1.37 -1.07
H: 6.69 1.36 -4.18
H: 5.79 2.67 -3.28
H: 2.45 0.25 -4.63
H: 3.21 -0.86 -3.02
H: 1.58 1.23 -2.26
H: -3.36 0.50 1.92
H: -3.99 -3.95 2.80
H: -5.65 -4.19 4.80
H: -6.53 -2.04 6.06
H: -3.87 0.50 3.89
H: -1.54 2.96 -1.56
H: -0.59 2.29 -2.84
H: 0.23 3.00 -1.43



[7]
DFT (ωB97M-V with the def2-TZVPD basis set) results for a molecular structure, C16H16FeNO4Se3Te2.

- Total energy: -271546.4671 eV
- Maximum force: 0.50 eV/A
- ⟨S²⟩: 8.7930
- HOMO energy (alpha / beta): -7.008 / -7.207 eV
- 2S+1: 6

Element x y z (Å)
Fe: -0.98 2.31 0.24
O: 0.05 -1.29 -2.52
C: -0.39 -0.27 -1.76
O: -0.05 -0.12 -0.62
C: -1.35 0.62 -2.48
C: -1.58 0.48 -3.84
C: -2.50 1.32 -4.43
C: -3.18 2.23 -3.65
C: -2.90 2.29 -2.29
N: -1.98 1.51 -1.72
C: -3.64 3.16 -1.31
O: -4.48 4.08 -1.79
O: -3.54 2.98 -0.13
H: 0.65 -1.81 -1.98
H: -1.04 -0.27 -4.40
H: -2.70 1.25 -5.49
H: -3.93 2.86 -4.10
H: -4.40 4.18 -2.75
Se: 1.01 3.11 -1.11
Se: -0.65 4.74 -0.87
Te: -1.09 4.70 1.62
Se: -1.91 0.86 2.04
C: 3.10 -4.51 1.62
C: 2.48 -3.16 1.83
C: 1.46 -2.97 2.75
C: 0.89 -1.72 2.98
C: -0.19 -1.59 4.01
C: 1.35 -0.62 2.23
Te: 0.51 1.31 2.53
C: 2.40 -0.78 1.32
C: 2.98 0.37 0.55
C: 2.95 -2.05 1.14
H: 2.51 -5.29 2.10
H: 4.11 -4.55 2.04
H: 3.18 -4.75 0.56
H: 1.09 -3.82 3.32
H: -0.29 -2.52 4.57
H: -1.15 -1.36 3.56
H: 0.03 -0.79 4.72
H: 2.19 0.96 0.07
H: 3.67 0.02 -0.22
H: 3.53 1.05 1.20
H: 3.77 -2.17 0.43



[8]
DFT (ωB97M-V with the def2-TZVPD basis set) results for a molecular structure, C16H16MnN4O4S2.

- Total energy: -83990.8953 eV
- Maximum force: 0.80 eV/A
- ⟨S²⟩: 6.0404
- Relative energy (zero: lowest compared OMol25 entry of this formula, charge and spin): 1.58 kcal per mole
- Total charge: +1
- HOMO energy (alpha / beta): -12.194 / -12.373 eV
- 2S+1: 5

Element x y z (Å)
Mn: 0.03 0.03 0.02
O: -2.43 -3.05 0.15
C: -1.97 -1.94 0.19
O: -0.69 -1.65 0.13
C: -2.87 -0.72 0.24
C: -4.24 -0.84 0.39
C: -5.00 0.32 0.40
C: -4.37 1.54 0.26
C: -2.99 1.57 0.11
N: -2.25 0.46 0.10
H: -4.67 -1.82 0.49
H: -6.07 0.26 0.52
H: -4.92 2.47 0.26
H: -2.45 2.50 0.00
C: 0.64 3.12 1.92
C: 0.62 3.11 0.43
N: 0.43 2.06 -0.34
C: 0.43 2.39 -1.69
C: 0.65 3.70 -1.94
S: 0.84 4.55 -0.47
C: 0.17 1.32 -2.64
C: 0.09 1.37 -3.99
S: -0.26 -0.18 -4.61
C: -0.30 -0.84 -3.03
N: -0.05 0.06 -2.11
C: -0.58 -2.28 -2.80
H: 0.24 2.20 2.32
H: 0.07 3.97 2.30
H: 1.67 3.23 2.28
H: 0.70 4.21 -2.89
H: 0.22 2.22 -4.63
H: -0.51 -2.84 -3.74
H: -1.58 -2.42 -2.40
H: 0.11 -2.70 -2.08
N: 2.37 -0.65 0.01
C: 2.86 -0.45 1.38
C: 1.72 -0.14 2.36
O: 1.92 -0.07 3.54
O: 0.56 0.10 1.78
H: 2.30 -1.64 -0.20
H: 3.02 -0.26 -0.67
H: 3.53 0.41 1.41
H: 3.41 -1.31 1.77



Copy entry 1 word for word.
DFT (ωB97M-V with the def2-TZVPD basis set) results for a molecular structure, C16H16BF4N8PdSe.

- Total energy: -109149.3788 eV
- Maximum force: 0.47 eV/A
- Relative energy (zero: lowest compared OMol25 entry of this formula, charge and spin): 0.00 kcal per mole
- Total charge: +1
- HOMO energy: -11.010 eV

Element x y z (Å)
Pd: -1.62 -0.13 1.01
N: -0.54 -2.93 -0.47
C: -1.48 -2.30 -1.16
N: -1.89 -2.84 -2.30
C: -2.75 -2.13 -3.02
N: -3.28 -2.68 -4.10
N: -3.10 -0.84 -2.75
C: -2.67 -0.40 -1.61
N: -1.98 -1.12 -0.69
C: -2.82 1.04 -1.29
C: -3.51 1.92 -2.09
C: -3.53 3.26 -1.72
C: -2.86 3.66 -0.58
C: -2.18 2.71 0.18
N: -2.17 1.44 -0.18
H: -0.20 -3.81 -0.83
H: -0.17 -2.56 0.39
H: -3.03 -3.62 -4.36
H: -3.90 -2.14 -4.68
H: -4.02 1.56 -2.97
H: -4.06 3.99 -2.32
H: -2.84 4.70 -0.27
H: -1.64 2.97 1.07
F: 0.82 1.57 1.21
B: 0.63 1.04 2.44
F: 0.92 -0.30 2.54
F: 1.00 1.78 3.51
F: -1.02 1.05 2.57
C: -2.38 -4.00 4.98
N: -1.89 -2.65 5.12
C: -1.66 -1.76 4.14
Se: -1.96 -2.14 2.33
N: -1.18 -0.63 4.69
C: -1.08 -0.78 6.06
C: -0.64 0.07 7.06
C: -0.67 -0.42 8.35
C: -1.12 -1.71 8.63
C: -1.56 -2.57 7.64
C: -1.53 -2.07 6.34
H: -2.79 -4.13 3.98
H: -3.18 -4.17 5.70
H: -1.58 -4.72 5.14
H: -0.99 0.20 4.14
H: -0.28 1.07 6.84
H: -0.33 0.21 9.16
H: -1.12 -2.06 9.66
H: -1.89 -3.57 7.86



maximum force of number 8 (C16H16MnN4O4S2)? 0.80 eV/A